Entry 1:
Density functional theory data (wB97M-V/def2-TZVPD) for a structure of composition C40H34CsI2N6O3S2 at a distorted geometry.

Output
- F_max (eV Å⁻¹) = 1.58
- LUMO level (eV) = 1.92
- E_HOMO (eV) = -4.2
- molecular weight (g/mol) = 1097.60
- charge = -1

CARTESIAN COORDINATES (ANGSTROEM)
Cs (0.621091, -1.072502, -0.149699)
I (-0.322052, -8.594077, -2.951791)
I (-2.977427, -5.202934, 1.104763)
S (2.957048, 0.845767, 1.188477)
S (2.769054, 0.511248, -2.312125)
O (2.623071, -0.158116, -3.627366)
O (-0.564564, -3.246681, 0.231915)
O (1.569484, 1.210221, 0.723116)
N (-1.218477, 1.485165, 1.714652)
N (-1.071708, -0.548383, -3.507892)
N (3.284403, -0.242932, -1.159865)
N (-2.665356, 1.607954, -0.783669)
N (-3.511330, -0.441284, 0.890247)
N (1.445040, -3.577852, -1.567943)
C (2.140244, 2.662981, 3.137541)
C (0.545622, -4.575079, -1.400836)
C (-4.037500, 0.765189, 1.072003)
C (3.760151, 1.541726, 5.104250)
C (-1.347213, -6.574081, -1.001906)
C (-1.540869, 2.636830, 1.125185)
C (-0.293142, -1.201946, -4.365361)
C (2.619014, -4.901585, -3.158679)
C (-3.942836, 1.712842, -0.111011)
C (-1.431562, -5.383822, -0.270321)
C (5.427795, 1.954014, 0.698434)
C (-0.527309, -4.324876, -0.406512)
C (-2.159344, -2.277797, -5.385090)
C (6.268599, 2.936164, 0.199015)
C (-1.724387, 3.814885, 1.837224)
C (2.174825, 3.206920, 4.410505)
C (1.721326, -5.919781, -3.014475)
C (-2.972995, -1.596286, -4.495704)
C (-4.697550, 0.237701, 3.306054)
C (-1.058501, 1.488490, 3.026374)
C (2.985244, 2.653747, 5.392938)
C (-1.560423, 3.805225, 3.215874)
C (-3.212798, -0.043130, -2.516880)
C (-2.386857, -0.745929, -3.561093)
C (-0.790232, -2.080075, -5.317014)
C (0.635649, -5.784147, -2.123320)
C (4.061100, 2.108568, 0.555688)
C (5.737033, 4.049407, -0.437014)
C (-0.350331, -6.793717, -1.910601)
C (3.513462, 3.207263, -0.077416)
C (-1.693045, 2.596925, -0.377501)
C (2.432246, -3.721507, -2.416634)
C (-2.740995, 1.382909, -2.212855)
C (-3.539846, -1.299293, 1.899312)
C (4.363936, 4.183801, -0.574634)
C (-1.218826, 2.614137, 3.827236)
C (3.731385, 0.995611, 3.828078)
C (-4.113623, -1.006237, 3.130149)
C (2.934613, 1.566213, 2.848257)
C (-4.660487, 1.143244, 2.256335)
H (-4.265759, -0.072708, -2.809084)
H (-4.104702, -1.746035, 3.918530)
H (-4.136179, 2.742695, 0.228749)
H (5.831665, 1.075241, 1.183950)
H (-1.999007, 4.719806, 1.310281)
H (3.005029, 3.086611, 6.385490)
H (3.459952, -4.982741, -3.834255)
H (1.496020, 3.068241, 2.368619)
H (-1.062736, 2.541179, 4.894915)
H (-2.097868, -7.335748, -0.832543)
H (-0.108418, -2.596143, -5.978569)
H (-2.587366, -2.953377, -6.115007)
H (7.340754, 2.825370, 0.297740)
H (6.397561, 4.809877, -0.834011)
H (-0.728507, 2.322355, -0.812545)
H (-4.749881, 1.466187, -0.807185)
H (4.380927, 1.094063, 5.869659)
H (-4.048471, -1.720717, -4.504897)
H (-5.164471, 0.503109, 4.246811)
H (3.951196, 5.047514, -1.080045)
H (-3.392505, 2.123258, -2.713858)
H (-1.735958, 1.509842, -2.615065)
H (-5.073672, 2.139654, 2.354059)
H (-1.697928, 4.709712, 3.795609)
H (-1.938862, 3.618540, -0.730486)
H (2.439249, 3.272364, -0.184366)
H (-0.793750, 0.536012, 3.475479)
H (4.329293, 0.121886, 3.597778)
H (1.831270, -6.838263, -3.576712)
H (-3.078629, -2.262701, 1.712900)
H (0.771215, -1.012211, -4.273891)
H (1.556674, 4.066202, 4.639593)
H (3.106585, -2.877855, -2.519712)
H (-3.122573, -0.612314, -1.586348)

Cartesian forces, eV/Å:
Cs -0.688 0.406 -0.554
I -0.003 -0.192 -0.101
I -0.119 0.052 0.134
S -0.724 0.809 0.248
S 0.422 -0.182 -0.108
O 0.009 0.113 -0.100
O -0.828 -1.274 0.428
O 1.099 0.968 0.514
N 0.090 0.080 0.019
N 0.053 -0.028 0.111
N 0.220 0.219 -0.307
N -0.015 0.201 -0.022
N -0.073 0.010 -0.076
N -0.154 -0.148 0.021
C 0.001 0.016 0.018
C -0.077 0.031 0.140
C -0.185 0.061 -0.029
C 0.012 -0.017 0.015
C -0.113 -0.103 0.030
C 0.092 -0.023 -0.159
C 0.137 -0.086 -0.050
C 0.008 0.116 -0.045
C 0.085 -0.017 0.098
C -0.044 -0.405 -0.213
C 0.033 0.077 -0.034
C 0.370 -0.077 -0.238
C 0.026 0.033 0.038
C 0.045 -0.040 0.040
C 0.010 0.017 0.008
C -0.077 0.070 -0.013
C 0.023 0.023 -0.005
C 0.029 0.049 0.052
C 0.025 -0.011 -0.037
C -0.063 -0.118 0.186
C 0.021 0.013 0.065
C -0.004 -0.032 -0.021
C -0.087 -0.030 -0.013
C -0.111 0.009 -0.072
C -0.010 -0.046 -0.040
C -0.079 -0.356 -0.132
C -0.012 -0.155 -0.125
C 0.061 0.047 -0.019
C 0.082 0.435 0.162
C 0.063 0.022 0.001
C -0.099 0.090 0.011
C 0.038 -0.077 0.004
C 0.046 0.009 -0.008
C 0.039 -0.093 0.060
C -0.069 0.024 0.000
C -0.002 -0.054 -0.010
C 0.037 -0.009 0.039
C -0.032 0.027 0.040
C 0.309 -0.167 0.213
C 0.135 -0.017 -0.032
H 0.006 0.008 0.016
H 0.004 -0.004 0.036
H -0.042 -0.036 -0.001
H 0.008 -0.057 -0.011
H 0.011 0.020 0.014
H -0.004 -0.008 0.000
H 0.003 -0.017 -0.030
H -0.027 0.003 -0.045
H -0.020 0.026 0.016
H 0.018 -0.011 -0.016
H -0.002 -0.011 -0.021
H -0.004 -0.015 -0.008
H 0.013 0.010 -0.008
H 0.000 0.001 -0.004
H 0.036 0.009 0.014
H 0.059 -0.053 -0.049
H 0.005 0.002 0.012
H 0.001 -0.022 -0.014
H 0.007 0.007 0.007
H 0.001 0.006 -0.011
H 0.042 -0.019 0.018
H -0.014 -0.044 0.001
H -0.017 0.006 0.023
H -0.006 0.010 0.000
H -0.033 -0.053 0.000
H -0.041 -0.032 -0.040
H 0.025 -0.001 0.009
H 0.008 -0.029 -0.036
H 0.009 0.005 -0.001
H 0.008 -0.019 0.007
H 0.007 -0.006 -0.024
H -0.006 0.009 0.007
H 0.007 0.043 0.007
H -0.016 0.001 0.002



Entry 2:
Density functional theory data (wB97M-V/def2-TZVPD) for a cluster of 2 separate species, CHOPS in total at a distorted geometry.

Output
- F_max (eV Å⁻¹) = 1.97
- LUMO level (alpha / beta) (eV) = -1.58 / -1.70
- E_HOMO (alpha / beta) (eV) = -8.1 / -7.6
- molecular weight (g/mol) = 92.06

CARTESIAN COORDINATES (ANGSTROEM)
S (2.083175, -0.849049, -1.344402)
P (1.810917, 0.163101, 0.244571)
O (-1.728997, 0.602087, 1.177843)
C (-0.917593, 0.231835, 0.431446)
H (-1.247501, -0.147974, -0.509458)

Cartesian forces, eV/Å:
S -0.308 0.290 0.423
P -1.239 -0.134 -0.050
O -0.160 0.595 1.471
C 1.561 0.107 -0.079
H 0.145 -0.858 -1.765



Entry 3:
Density functional theory data (wB97M-V/def2-TZVPD) for a structure of composition C31H32CrFN2S2Si.

Output
- F_max (eV Å⁻¹) = 0.91
- LUMO level (alpha / beta) (eV) = -0.31 / -0.16
- E_HOMO (alpha / beta) (eV) = -7.7 / -6.9
- 2S+1 = 2
- molecular weight (g/mol) = 595.83

CARTESIAN COORDINATES (ANGSTROEM)
Cr (0.307245, -0.114592, -0.195564)
S (1.200683, 1.818271, -1.057617)
S (-2.913181, -3.065012, -1.410999)
Si (4.764721, 3.565710, 2.117641)
F (5.681341, 1.144392, 2.837111)
N (-0.736105, -1.915823, -0.685831)
N (2.154188, -0.867442, 0.762904)
C (2.175578, 1.789638, 2.765344)
C (-1.611363, 0.612429, -0.315685)
C (4.981798, 1.217613, 0.575403)
C (3.554930, -0.261061, 3.193406)
C (-1.481348, -4.043880, -1.294533)
C (3.988855, 0.580080, -0.026244)
C (3.102404, -1.478013, 2.913421)
C (1.588690, 1.345827, 0.554246)
C (1.071130, -5.141691, -1.054711)
C (6.594145, 3.901363, 2.231385)
C (4.655211, 1.643280, 1.972765)
C (-1.998456, -1.675907, -0.939674)
C (2.801186, 0.449512, 0.869903)
C (-0.405405, -3.247406, -0.905782)
C (3.303788, 0.899509, 2.274231)
C (4.033974, 4.294554, 0.566947)
C (-0.034362, -5.930995, -1.409448)
C (-3.455620, 2.207650, -0.327393)
C (3.453066, -4.902938, -1.795414)
C (2.551320, -7.180253, -1.370529)
C (0.869563, -3.790990, -0.807768)
C (2.303242, -1.709995, 1.707558)
C (-3.885956, -0.033663, -1.046723)
C (-1.305090, -5.396638, -1.542973)
C (3.961223, 4.304225, 3.632190)
C (-2.124838, 1.892024, -0.083446)
C (-4.341288, 1.252062, -0.821733)
C (-2.550742, -0.328354, -0.779127)
C (2.483017, -5.718360, -0.927822)
C (2.926339, -5.635331, 0.539170)
C (1.292087, 2.057364, 1.798308)
H (1.938667, -7.825171, -0.737759)
H (4.198804, 3.742049, 4.538763)
H (-5.370854, 1.512985, -1.027830)
H (-2.135234, -6.020941, -1.845681)
H (5.932872, 1.470112, 0.122849)
H (2.228699, -7.304091, -2.406144)
H (3.252860, -2.308139, 3.590678)
H (4.356540, 5.315943, 3.759548)
H (3.089193, -4.825190, -2.821423)
H (4.432599, -5.384570, -1.814747)
H (-4.561138, -0.792452, -1.429251)
H (-3.810545, 3.215100, -0.143474)
H (0.097369, -6.984773, -1.605348)
H (2.114898, 2.136841, 3.787761)
H (7.000943, 3.452975, 3.139033)
H (1.750894, -2.645510, 1.635253)
H (7.139596, 3.483787, 1.382218)
H (3.134137, 3.757302, 0.258176)
H (3.764329, 5.341482, 0.724498)
H (3.590250, -3.891565, -1.409458)
H (4.100710, -0.071606, 4.108161)
H (1.696817, -3.130902, -0.579721)
H (-1.465785, 2.676146, 0.272833)
H (2.878438, 4.371788, 3.539062)
H (0.435032, 2.709784, 1.908197)
H (3.581811, -7.531025, -1.297904)
H (6.788064, 4.976183, 2.260913)
H (3.970969, 0.235209, -1.050576)
H (2.240082, -6.185372, 1.186260)
H (4.745035, 4.249785, -0.260455)
H (2.960572, -4.600048, 0.882498)
H (3.925684, -6.060210, 0.657078)

Cartesian forces, eV/Å:
Cr 0.270 0.870 0.054
S -0.083 -0.365 0.142
S -0.047 -0.051 -0.055
Si -0.042 -0.043 -0.058
F -0.040 0.047 0.077
N 0.155 0.193 -0.048
N -0.098 -0.169 -0.022
C 0.042 -0.080 0.102
C -0.346 -0.230 -0.256
C 0.103 -0.055 0.025
C -0.006 0.104 -0.049
C -0.073 -0.027 0.023
C -0.010 0.010 -0.009
C -0.086 -0.137 -0.145
C 0.277 0.006 0.056
C -0.016 -0.018 0.013
C 0.133 0.005 -0.036
C 0.028 -0.094 0.056
C -0.203 0.090 0.108
C -0.098 0.071 -0.036
C 0.107 0.095 -0.031
C -0.013 0.031 -0.077
C -0.078 0.033 -0.073
C -0.008 0.042 0.004
C -0.038 -0.034 0.006
C -0.006 0.015 -0.016
C -0.010 -0.007 -0.009
C 0.052 0.008 -0.024
C 0.054 -0.054 0.228
C -0.043 -0.002 0.027
C 0.038 -0.008 -0.016
C -0.023 -0.051 0.138
C 0.021 -0.015 -0.007
C 0.055 0.021 0.014
C 0.136 -0.253 0.099
C -0.031 0.001 -0.014
C 0.006 -0.005 0.013
C -0.079 -0.078 -0.139
H -0.003 0.004 -0.006
H -0.012 0.016 -0.007
H -0.003 0.000 0.007
H 0.004 -0.011 0.011
H -0.019 0.004 -0.007
H 0.010 0.004 0.001
H -0.007 -0.001 -0.007
H -0.009 -0.010 0.015
H 0.015 -0.029 -0.003
H 0.006 0.014 0.024
H -0.004 0.007 0.013
H 0.000 -0.002 -0.001
H -0.002 -0.007 -0.003
H 0.026 0.042 -0.025
H 0.024 0.026 -0.003
H 0.005 -0.008 -0.025
H 0.002 0.015 0.009
H -0.005 0.042 -0.004
H 0.016 0.002 -0.014
H -0.023 -0.001 -0.016
H -0.015 0.013 0.006
H -0.017 0.007 0.050
H 0.020 0.003 -0.040
H 0.006 0.021 0.002
H 0.000 -0.007 -0.015
H -0.005 -0.003 0.006
H 0.000 -0.009 -0.011
H 0.004 0.009 0.001
H 0.008 -0.007 -0.007
H -0.023 -0.014 -0.010
H 0.002 0.005 -0.004
H -0.001 0.006 -0.001